Density functional theory data (ωB97M-V/def2-TZVPD) for a molecular structure, C35H67F3N6O9S in a non-equilibrium geometry.

Its calculated total energy is -83732.180 eV. As for the HOMO-LUMO gap: 8.02 eV.

```
121
Properties=species:S:1:pos:R:3:forces:R:3:lowdin_charge:R:1
S 4.207 -1.610 -7.827 -1.1 -0.6 0.7 1.0066
F -0.806 0.762 -3.527 0.2 -0.7 0.0 0.1048
F 0.757 -0.736 -3.501 -0.6 -0.2 -0.3 0.1450
F -1.358 -1.328 -3.796 0.9 0.1 -0.1 0.1244
O -4.245 4.342 2.573 0.1 -0.2 0.2 -0.1734
O 4.280 1.489 8.272 0.2 0.3 -0.1 -0.1956
O 6.545 -2.206 -2.741 0.0 0.1 -0.5 -0.2022
O -4.939 0.455 -4.612 0.0 0.2 0.2 -0.1736
O -1.263 1.041 1.809 0.2 0.1 -0.3 -0.1941
O 0.797 0.703 -5.946 0.0 -0.4 0.7 0.0129
O -0.303 -6.278 -0.956 0.1 0.5 -0.7 0.0959
O -7.713 1.293 -1.159 -0.2 -0.3 0.0 -0.1928
O 0.272 2.959 6.790 0.1 -0.2 0.2 -0.1885
N 0.746 -4.450 -0.056 -0.1 0.3 -1.3 0.0841
N -1.144 3.987 2.353 0.0 0.0 0.2 -0.0491
N -5.776 -0.860 -1.894 0.2 0.1 0.1 -0.0475
N 2.497 3.814 8.835 -0.1 -0.1 0.1 -0.0525
N 4.398 -2.815 -6.755 0.1 0.1 -0.1 -0.2540
N 2.596 -1.309 -7.619 0.9 -0.4 0.2 -0.2057
C -4.578 -1.077 -2.703 -0.3 0.0 -0.1 -0.1915
C 3.038 -4.065 -5.096 -1.1 -0.2 0.6 -0.0934
C -0.408 -0.420 -4.107 -0.2 1.4 -0.1 -0.5349
C -1.916 5.062 2.981 0.0 -0.1 -0.3 -0.1941
C -0.230 1.706 2.536 -0.2 -0.1 0.5 -0.2081
C -5.989 1.340 -4.258 0.0 -0.1 -0.3 -0.0962
C -4.189 2.988 2.164 -0.2 0.2 -0.3 -0.0969
C 1.741 -4.178 -4.611 -0.1 0.4 -0.2 -0.1337
C 0.199 -5.209 -1.188 -0.1 -0.2 0.7 -0.4704
C -0.287 -0.151 -5.621 -1.0 -0.2 -1.0 -0.2612
C 1.095 4.221 8.756 0.2 0.1 -0.2 -0.1979
C -1.131 1.147 0.403 -0.1 -0.1 0.2 -0.1139
C 7.291 -3.376 -3.040 0.2 -0.5 0.2 -0.2598
C 5.588 -4.406 -4.588 0.3 -1.2 1.1 -0.1799
C 3.242 -3.063 -6.124 0.5 1.2 -1.5 -0.2479
C 0.673 -3.292 -5.122 1.4 -0.1 -0.6 0.0079
C -4.071 0.095 -3.548 0.0 -0.2 -0.1 -0.2232
C 2.736 2.675 9.716 0.1 0.1 -0.3 -0.2137
C -0.278 -1.435 -6.515 1.4 0.0 0.7 -0.0483
C 7.330 -1.038 -2.871 0.3 0.5 0.5 -0.1227
C 4.141 2.126 9.539 -0.3 -0.3 0.2 -0.2140
C 0.094 3.222 8.173 -0.3 0.3 0.1 -0.2233
C -5.600 0.148 -0.855 -0.3 -0.1 -0.1 -0.2152
C -8.864 0.603 -1.609 0.1 0.2 -0.1 -0.1139
C 0.279 -4.545 -2.581 0.2 -0.2 0.3 -0.1163
C -0.771 2.918 3.276 -0.1 0.0 -0.4 -0.2123
C 1.311 -5.211 -3.551 -0.6 0.4 -0.7 -0.1094
C 4.136 -4.986 -4.539 0.2 0.8 -0.5 -0.1181
C 1.236 1.962 6.493 -0.1 0.2 -0.3 -0.0905
C 0.905 -2.340 -6.078 -1.4 0.6 -0.7 -0.1494
C -6.927 0.550 -0.232 0.4 0.3 0.1 -0.2082
C 6.344 -4.591 -3.212 0.3 0.6 -0.6 -0.1570
C -3.287 4.700 3.555 0.0 0.4 0.1 -0.2247
C 5.129 2.184 7.377 -0.1 -0.2 0.0 -0.1152
C 2.211 -2.149 -6.680 -0.5 -1.9 2.2 -0.3170
H -1.862 0.479 -0.053 0.0 0.0 0.1 0.0794
H -4.806 -1.901 -3.386 0.1 0.0 0.0 0.1213
H -5.136 1.056 -1.259 0.0 0.1 0.2 0.1025
H 8.054 -3.554 -2.247 -0.4 0.1 -0.3 0.1252
H -6.526 -0.575 -2.510 0.0 0.0 0.0 0.0666
H -5.703 2.024 -3.457 0.0 -0.1 0.1 0.0906
H -1.204 0.414 -5.903 0.3 -0.4 0.5 0.1639
H -4.943 -0.255 -0.078 0.0 0.0 0.0 0.1222
H 3.902 -5.207 -3.486 0.0 0.1 -0.5 0.0854
H -3.227 3.938 4.340 0.0 -0.1 -0.1 0.1106
H -8.597 -0.229 -2.268 -0.1 -0.1 0.1 0.0772
H 2.151 -5.708 -3.045 -0.4 0.4 -0.1 0.1042
H 4.666 3.114 7.030 0.1 0.1 0.0 0.0770
H 2.215 2.420 6.334 0.1 -0.2 0.1 0.0747
H -1.235 -1.985 -6.457 0.4 0.4 0.0 0.1271
H -0.360 -3.357 -4.765 0.6 -0.2 0.0 0.1088
H -0.711 -4.592 -3.072 0.4 -0.1 0.5 0.1209
H 6.096 2.405 7.839 0.0 0.1 0.0 0.0876
H 5.298 1.544 6.512 0.0 0.0 0.1 0.0887
H 1.066 5.120 8.134 -0.1 0.0 0.0 0.1183
H -1.337 2.165 0.060 0.1 0.0 -0.1 0.0797
H -0.898 3.676 8.259 0.0 0.0 0.0 0.1202
H 4.307 1.355 10.297 0.0 0.0 0.0 0.1208
H -1.699 3.596 1.603 0.0 0.0 0.0 0.0639
H 5.644 -3.336 -4.819 -0.3 -0.6 -0.2 0.0826
H 6.154 -5.025 -5.311 -0.2 0.8 0.0 0.1130
H 0.137 0.989 3.277 0.0 0.0 0.0 0.1105
H 0.022 -3.756 0.163 0.2 -0.3 0.3 0.0881
H 2.035 1.856 9.512 0.0 -0.1 0.2 0.1033
H -6.242 1.929 -5.141 0.1 0.0 0.0 0.0885
H 5.643 -4.692 -2.364 0.3 0.3 -0.3 0.1081
H -7.467 -0.318 0.159 0.0 0.0 -0.2 0.1235
H 7.838 -3.213 -3.996 -0.2 -0.2 0.4 0.1215
H 1.505 -3.880 -0.444 -0.1 0.0 0.3 0.0718
H 2.601 2.992 10.755 0.0 0.0 0.0 0.1231
H 1.295 1.193 7.267 0.1 0.1 0.1 0.0921
H -5.191 2.686 1.855 0.0 0.1 0.1 0.0752
H -2.066 5.829 2.217 -0.1 0.0 0.1 0.1178
H -1.307 5.518 3.768 0.0 -0.1 0.1 0.1177
H 6.694 -0.134 -2.891 0.0 -0.6 0.0 0.0885
H 6.975 -5.503 -3.225 -0.4 0.4 0.0 0.1122
H 0.509 -3.473 -2.426 0.0 -0.5 -0.2 0.1054
H -1.632 2.585 3.868 0.1 -0.1 0.2 0.1061
H 1.309 0.901 -5.150 0.0 0.0 -0.2 0.1052
H -6.885 0.781 -3.978 -0.1 0.1 0.2 0.0702
H 0.949 1.485 5.554 -0.1 0.0 0.0 0.0713
H -3.806 0.972 -2.947 -0.2 0.0 0.0 0.1142
H -3.863 2.324 2.968 0.1 0.0 0.0 0.0916
H 4.895 2.905 9.689 0.0 0.1 -0.1 0.1217
H -0.006 3.290 3.963 -0.1 0.0 0.0 0.1145
H 0.046 2.288 8.744 0.2 -0.1 -0.1 0.1111
H 0.760 4.519 9.754 0.0 -0.1 0.0 0.1174
H -3.540 2.885 1.292 0.1 -0.3 0.0 0.0709
H -0.132 0.841 0.077 0.0 0.1 -0.1 0.0863
H -9.456 0.232 -0.767 0.0 -0.1 0.0 0.0879
H -3.150 -0.228 -4.022 -0.1 0.0 -0.1 0.0834
H -6.723 1.217 0.611 0.0 0.0 0.0 0.1063
H 4.094 -5.941 -5.096 0.0 0.3 0.3 0.1294
H -9.474 1.305 -2.176 0.1 0.0 0.0 0.0891
H -3.771 -1.424 -2.049 0.0 0.1 0.0 0.1132
H 0.776 -6.008 -4.110 0.3 0.2 0.5 0.1366
H 0.612 1.975 1.891 -0.1 0.1 -0.1 0.1234
H -3.683 5.597 4.039 0.0 0.0 0.0 0.1203
H 7.947 -1.020 -3.793 -0.3 -0.2 0.4 0.0893
H 2.810 3.577 7.902 0.0 0.0 0.0 0.0648
H 7.989 -0.947 -1.982 -0.1 0.0 -0.5 0.0904
H -0.096 -1.085 -7.545 -0.2 -0.1 0.4 0.1250
```
Forces are in eV/Å.